Entry 1:
DFT (ωB97M-V with the def2-TZVPD basis set) results for C42H54N9O29Sn as an isolated structure in a non-equilibrium geometry.

Computed properties:
HOMO: -11.4 eV
Total charge: +1
Gap between HOMO and LUMO: 5.91 eV
Energy relative to the best compared isomer or geometry (same formula, charge and spin): 5.150 eV
Total energy: -4520.3859 Eh

```
135
C42H54N9O29Sn ωB97M-V with the def2-TZVPD basis set
C -1.60561 0.81132 6.31851
H 5.49310 6.11422 0.17419
H 0.30660 -1.72016 -0.10984
H 3.07040 -3.29504 -0.31523
C -2.45108 -3.29472 -2.80402
H 3.39014 -5.80815 -3.07178
H 0.41709 1.94094 3.23391
H -1.92029 6.33209 2.39019
C 2.28914 -1.92777 2.63359
H 3.09022 1.64855 3.94045
H 3.99930 -4.10323 -1.63537
C 0.79318 0.78827 0.28795
C 2.75652 -0.48608 -4.50491
N 2.29171 -1.27070 4.00403
C 1.71273 -2.74535 -4.75979
O 0.71808 -5.62681 -2.40802
C 4.05871 -3.52489 -0.71336
O 0.89267 -6.01402 1.30380
H 3.86411 6.88472 0.47389
N -0.05953 -5.31113 1.39006
H 1.11953 3.82915 -0.39699
N -0.68351 4.87885 1.56840
O 3.34789 -0.78480 4.37867
O -3.98007 3.41604 3.65874
Sn 5.06406 1.29583 -1.46003
C -0.09640 1.67574 4.14626
C -4.27099 3.24329 -3.04497
H 3.82354 3.24588 3.46810
C -1.50631 6.10528 1.40771
C 3.06137 -9.04267 -1.84111
O -0.72897 -5.29617 2.38816
O 3.66795 0.23886 -4.12807
O 1.23932 -1.23048 4.64081
C -4.77281 2.01571 -3.35838
O 5.23886 -2.12913 -2.19192
C -5.65001 5.87501 1.78196
O 0.22503 1.19069 7.80572
H -1.74816 -3.64987 -3.55760
H -2.21007 0.53811 7.17079
C -0.25616 1.25358 6.63722
C -2.12237 0.72229 5.07580
H -3.14126 0.40116 4.91730
H 4.28750 5.68578 -0.95809
H -2.27830 5.87897 0.67224
O 2.75253 3.70231 -2.27980
C -4.47510 3.99334 2.73078
H 0.63665 -1.87620 -1.74875
O 5.87838 2.00489 3.13219
H -0.52866 -0.19840 -5.45943
H 1.84690 -3.81655 -4.79028
C 0.37233 -0.74483 -5.22276
C 3.56579 2.23447 3.15391
C -4.41171 0.72774 -2.70770
H -4.70675 -1.69781 1.72636
H -5.58688 1.84991 -4.04844
O 3.78512 -9.93287 -1.52149
C -3.79240 -1.26148 2.12848
C 3.59303 -7.79069 -2.51609
O 4.21578 5.00932 2.15670
C -6.00616 5.18078 0.49612
C 1.42056 -6.60366 -2.20591
O -0.57623 -2.93491 -5.44663
N 4.87253 1.60451 2.66152
H -2.07478 2.14009 -0.60347
H 0.31467 -3.68121 0.05375
H -5.97333 6.90544 1.79086
H -0.55529 -5.15442 -0.59857
H -4.65756 5.88535 3.62948
O 0.36766 4.89224 2.16425
H 4.55351 -7.98867 -2.96850
C 0.92540 -7.80508 -1.48055
O 4.79222 0.82245 1.71788
H 1.40762 1.65036 0.54749
O 1.08738 3.07838 -3.49213
N 1.57333 3.50246 -2.44689
C 2.86176 -6.66915 -2.68983
C -4.79200 3.31480 1.51119
N -2.61991 -1.89472 1.39196
C 0.74204 4.12264 -1.37651
H -1.41602 -4.06816 0.50737
O -2.77210 -2.04405 0.21147
O 2.53683 -0.42114 -0.96253
C 4.41131 6.03423 0.06727
N -3.79063 -3.98580 -2.95189
H 1.37611 -2.31736 2.18338
C 1.70212 -8.93086 -1.35877
C 0.47503 1.65190 5.39694
H 0.76300 5.20109 -1.53333
O -1.01627 3.82000 1.03755
H -3.70510 -0.19585 1.91657
H -0.18156 1.24914 0.12801
O 3.68492 3.83584 0.41238
H -2.17212 -3.44424 -1.76098
N 4.89492 -2.32849 -1.03870
H -5.83618 3.18003 -0.34397
H 1.31254 -9.81550 -0.87706
O -1.75148 1.01958 2.74981
C -3.28957 3.42071 -1.95987
H 2.99287 2.10617 2.23554
C -0.43546 -4.45283 0.22697
H 2.64951 -1.03917 2.11530
O -4.74737 -3.61340 -2.29150
C 0.23925 -1.15201 -1.03761
H 0.79035 0.18641 1.19671
H -0.77772 -0.89482 -1.33380
C -1.38583 1.13013 3.92202
O -2.91834 4.54784 -1.57514
C 0.39112 -2.22132 -5.19114
H -0.07113 -7.72446 -1.07212
H -0.29525 3.79737 -1.45602
H 1.52597 1.88464 5.48500
O -1.54276 -2.06292 1.98335
O 5.22809 -1.55803 -0.16325
H 1.25758 1.00961 -5.17526
H -0.96754 6.98810 1.06356
H 3.58583 -2.49204 -4.01093
H -3.67610 -1.39549 3.20394
C 1.19143 0.00597 -0.96943
H -4.56869 2.26277 1.61005
H 4.69068 -4.03845 0.01119
H 1.09035 0.73105 -1.77698
H -2.97805 0.00163 -1.33578
C 2.75254 -1.96064 -4.44641
C -5.49422 3.80250 0.46966
C 1.46826 -0.03913 -5.02636
O -4.99851 -0.37044 -3.00447
H 3.04016 -2.71597 2.58063
H -4.57701 4.12281 -3.59196
N 4.08856 4.86278 0.90897
C -4.91899 5.30789 2.75507
O -6.73165 5.66649 -0.38233
C -3.35452 0.93197 -1.73468
H -2.62180 -2.21851 -2.77693
C -2.86526 2.13565 -1.33936
O -3.82726 -4.71275 -3.89895
```

Atom charges from the Löwdin analysis, given in e for atoms 1 to 99:
1 C 0.036
2 H 0.111
3 H 0.047
4 H 0.098
5 C 0.050
6 H 0.092
7 H 0.105
8 H 0.105
9 C 0.064
10 H 0.068
11 H 0.080
12 C -0.058
13 C -0.361
14 N -0.398
15 C 0.038
16 O 0.059
17 C 0.086
18 O 0.063
19 H 0.119
20 N -0.463
21 H 0.069
22 N -0.407
23 O 0.050
24 O 0.145
25 Sn 1.566
26 C 0.010
27 C 0.029
28 H 0.084
29 C 0.066
30 C -0.410
31 O 0.084
32 O 0.003
33 O 0.073
34 C 0.035
35 O 0.032
36 C 0.061
37 O 0.094
38 H 0.076
39 H 0.127
40 C -0.329
41 C 0.030
42 H 0.121
43 H 0.093
44 H 0.085
45 O -0.020
46 C -0.471
47 H 0.074
48 O 0.128
49 H 0.130
50 H 0.119
51 C 0.031
52 C 0.062
53 C -0.329
54 H 0.104
55 H 0.122
56 O 0.149
57 C 0.070
58 C 0.038
59 O 0.057
60 C -0.347
61 C -0.365
62 O 0.112
63 N -0.421
64 H 0.086
65 H 0.075
66 H 0.124
67 H 0.076
68 H 0.131
69 O 0.060
70 H 0.118
71 C 0.041
72 O -0.064
73 H 0.052
74 O 0.086
75 N -0.407
76 C 0.017
77 C 0.025
78 N -0.387
79 C 0.046
80 H 0.070
81 O 0.038
82 O -0.284
83 C 0.071
84 N -0.436
85 H 0.081
86 C 0.037
87 C 0.046
88 H 0.119
89 O 0.018
90 H 0.072
91 H 0.059
92 O -0.017
93 H 0.058
94 N -0.418
95 H 0.121
96 H 0.126
97 O 0.069
98 C -0.372
99 H 0.069

---

Entry 2:
DFT (ωB97M-V with the def2-TZVPD basis set) results for the molecule C5H8O.

Computed properties:
HOMO: -9.6 eV
SMILES: C[C@H]1C[C@H]1C=O
Total charge: 0
Gap between HOMO and LUMO: 10.50 eV
Energy relative to the best compared isomer or geometry (same formula, charge and spin): 1.688 eV
Total energy: -270.4959 Eh

```
14
C5H8O ωB97M-V with the def2-TZVPD basis set
H -1.06945 -1.74880 -1.08637
C -1.34238 -0.89269 -0.46293
C 1.74933 -0.62283 0.37322
H -1.45879 -1.26526 0.56343
C 0.98352 0.59897 0.05795
H -0.38271 2.22951 0.56263
C -0.43175 0.34906 -0.56880
H 1.64441 1.41915 -0.25626
H -0.53366 0.85078 -1.52559
C -0.28410 1.15397 0.66493
H -2.34581 -0.56286 -0.78516
O 1.26755 -1.73427 0.36198
H 2.84848 -0.50043 0.50721
H -0.64462 0.72572 1.59377
```

And the Löwdin charges, in e, turn out to be:
1 H 0.070
2 C -0.073
3 C -0.240
4 H 0.076
5 C -0.192
6 H 0.106
7 C -0.262
8 H 0.133
9 H 0.126
10 C -0.094
11 H 0.079
12 O 0.036
13 H 0.119
14 H 0.114